ORCA calculation (wB97M-V/def2-TZVPD) on a molecular structure, C11H10F9N5O3PdSe in a non-equilibrium geometry.

Geometry as XYZ:
```
40
Properties=species:S:1:pos:R:3:nbo_charge:R:1
Pd -1.38980 1.09820 0.95580 0.1086
N 0.34180 -0.84750 0.07430 -0.6506
N 1.29140 -0.41770 0.99820 -0.3782
C 0.93660 -0.06530 2.23850 0.5883
N 1.90820 0.43440 3.08120 -0.8427
N -0.32420 -0.22840 2.60160 -0.4648
N -0.82680 0.25560 3.71240 0.6254
O -1.97180 0.66790 3.65530 -0.3894
O -0.17640 0.22920 4.77050 -0.5234
H 0.63730 -0.59330 -0.86560 0.3733
H -0.57560 -0.30990 0.22190 0.3499
H 2.10800 0.05570 0.62510 0.3955
H 2.49880 1.15050 2.68770 0.3860
H 1.51880 0.66160 3.99710 0.4162
Se -2.46070 -0.56670 -2.13470 -0.5436
C -3.99180 -0.16400 -1.12140 -0.1996
C -5.26270 -0.30760 -1.67520 -0.2579
C -6.39100 -0.07870 -0.91500 -0.2379
C -6.28050 0.31530 0.40910 -0.2957
C -5.01990 0.47800 0.96590 -0.2430
C -3.88980 0.23760 0.21090 -0.1559
H -5.35510 -0.61550 -2.70770 0.1995
H -7.37210 -0.20350 -1.36580 0.1762
H -7.16810 0.48070 1.00930 0.1783
H -4.91650 0.79710 1.99600 0.1997
H -2.88260 0.31100 0.68840 0.1558
F -1.85150 2.66340 -0.91390 -0.2826
C -1.29210 3.49300 -0.05090 0.9195
F -1.52320 4.75270 -0.52840 -0.3578
F -2.00830 3.45810 1.09430 -0.3297
C 0.27210 3.25500 0.14670 0.0744
O 0.72950 2.08100 -0.11490 -0.8394
C 0.54540 3.63610 1.64830 0.9386
F 0.08840 2.67520 2.45900 -0.3280
F 0.01740 4.79160 2.09460 -0.3374
F 1.87240 3.71850 1.89900 -0.3500
C 0.99950 4.35090 -0.72860 0.9357
F 0.97540 5.61480 -0.24000 -0.3503
F 2.30550 4.05910 -0.85330 -0.3351
F 0.52140 4.42580 -1.97430 -0.3282
```

LUMO: 5.228 eV
HOMO level: -0.24 eV
Orbital gap: 0.2010 Eh
Total charge: -2
Spin multiplicity: 1